1.
Density functional theory data (ωB97M-V/def2-TZVPD) for a 2-piece molecular cluster, C2H5N overall.

The geometry in XYZ format:
```
8
Properties=species:S:1:pos:R:3:mulliken_charge:R:1
C 0.8010 0.0198 0.4707 -0.703
C -0.1345 0.5553 -0.3948 -0.236
N -1.3436 -0.1876 -0.4503 -0.488
H 1.0121 -1.0505 0.4126 0.227
H 1.4849 0.5789 1.1033 0.339
H 1.3353 1.0157 -1.0412 0.291
H -1.9599 0.2473 0.2157 0.340
H -1.1953 -1.1789 -0.3161 0.230
```

Orbital gap ... 8.4 eV
E ... -3639.104 eV
Energy above the lowest of the compared OMol25 structures with the same formula, charge and spin ... 5.4102 eV

---

2.
Density functional theory data (ωB97M-V/def2-TZVPD) for CH4Br2Si as an isolated structure.

The geometry in XYZ format:
```
8
Properties=species:S:1:pos:R:3:mulliken_charge:R:1
C 1.0616 2.0886 0.1142 -0.129
Si -0.2953 -1.3007 0.1014 0.523
Br 0.8350 1.5788 -1.6154 0.028
Br -0.3482 2.7832 0.9654 0.073
H 0.5425 -0.4262 0.8153 -0.122
H -1.1997 -1.7408 1.2784 -0.088
H 0.0926 -2.4624 -0.5492 -0.131
H -0.6884 -0.5204 -1.1101 -0.153
```

Orbital gap ... 7.8 eV
E ... -149059.482 eV
Energy above the lowest of the compared OMol25 structures with the same formula, charge and spin ... 6.7395 eV

---

3.
Density functional theory data (ωB97M-V/def2-TZVPD) for a 8-piece molecular cluster, C50H88FNO17P overall.

The geometry in XYZ format:
```
158
Properties=species:S:1:pos:R:3:mulliken_charge:R:1
C 9.2520 -1.7943 3.0576 -0.506
O 10.6530 -1.5401 2.7532 -0.420
C 10.7583 -0.5532 1.7133 -0.540
C 10.5571 -1.2080 0.2682 -0.631
C 9.1800 -0.8290 -0.4183 -0.081
C 8.1056 -1.9885 -0.4139 -0.480
C 6.7385 -1.4699 -1.0616 0.311
C 5.5302 -2.4593 -0.7959 -0.189
C 4.2653 -2.0741 -1.7255 0.258
C 2.9928 -2.1001 -0.7956 -0.661
C 1.6817 -1.5205 -1.4635 -0.805
C 0.5741 -1.3951 -0.3373 -0.086
O -0.7044 -1.8310 -0.8033 -0.684
P -1.6915 -1.6270 0.6550 0.776
C -2.5175 -3.2769 0.1318 -0.975
C -4.0831 -3.3704 0.3406 -0.365
C -4.5169 -3.5644 1.8577 -0.283
F -4.0115 -4.8180 2.3182 -0.369
C -2.8829 -0.4449 -0.2555 -1.412
C -4.0905 0.0443 0.6746 1.895
C -5.3311 0.5905 -0.1572 -1.494
C -3.6426 1.1990 1.6813 -1.468
O -0.8148 -0.1642 1.1578 -0.708
C 0.2514 0.0804 0.2237 0.511
C 1.4966 0.9104 0.7363 -1.096
C 2.1293 1.6919 -0.4685 0.048
C 3.4967 1.3204 -1.1516 0.312
N 1.5414 2.7411 -0.9575 -0.474
H 9.1021 -1.5129 4.1378 0.248
H 8.5765 -1.1878 2.4028 0.194
H 9.0913 -2.8912 2.8845 0.239
H 11.8071 -0.1357 1.7663 0.295
H 10.0713 0.3273 1.8700 0.336
H 10.7493 -2.3160 0.3039 0.307
H 11.3929 -0.7814 -0.3674 0.406
H 9.3965 -0.5794 -1.4966 0.121
H 8.7662 0.0972 0.0709 0.100
H 8.4997 -2.8132 -1.0729 0.258
H 7.9597 -2.3989 0.6198 0.160
H 6.9118 -1.4025 -2.1805 -0.142
H 6.5457 -0.4663 -0.5977 -0.031
H 5.2126 -2.3011 0.2729 0.360
H 5.8847 -3.5150 -0.9740 -0.355
H 4.2368 -2.8391 -2.5447 0.532
H 4.4208 -1.0548 -2.1755 -0.323
H 3.2215 -1.5274 0.1545 0.080
H 2.7396 -3.1472 -0.4467 0.376
H 1.8369 -0.5585 -2.0211 0.363
H 1.2972 -2.2896 -2.1997 0.290
H 1.0405 -1.9446 0.5350 0.204
H -2.5391 -1.5614 1.8373 0.038
H -0.8125 -2.3844 1.5289 -0.017
H -2.0203 -4.0922 0.7439 0.291
H -2.2303 -3.4720 -0.9375 0.293
H -4.4192 -4.3307 -0.1677 0.406
H -4.6728 -2.5516 -0.1522 0.138
H -4.2101 -2.7169 2.5159 0.266
H -5.6404 -3.6790 1.8344 0.263
H -3.3781 -0.9460 -1.1380 0.391
H -2.3977 0.5082 -0.6253 0.280
H -4.4903 -0.7959 1.3152 -0.433
H -5.3839 1.7149 -0.2094 0.336
H -5.4201 0.1165 -1.1742 0.331
H -6.2572 0.2780 0.4126 0.264
H -3.1745 0.7278 2.5842 0.268
H -4.5864 1.7449 1.9715 0.492
H -2.9707 1.9510 1.1928 0.205
H -0.0863 0.6236 -0.7131 0.083
H 1.2266 1.6791 1.5179 0.319
H 2.2135 0.1983 1.2412 0.331
H 4.0261 0.4692 -0.6517 -0.353
H 4.1302 2.2497 -1.0695 -0.146
H 3.3673 1.1446 -2.2595 0.231
H 0.6702 2.9160 -0.4311 0.356
O -7.7735 -0.6830 -1.3472 -0.520
C -8.7779 -0.1825 -0.9313 0.495
O -8.8048 0.9596 -0.1964 -0.372
C -10.1474 1.2234 0.2333 -0.147
C -11.0318 0.4730 -0.7399 -0.562
C -10.1749 -0.7287 -1.0942 -0.490
H -10.2619 0.8656 1.2591 0.017
H -10.3344 2.2978 0.2112 0.365
H -12.0059 0.2127 -0.3236 0.330
H -11.1995 1.0806 -1.6340 0.276
H -10.3176 -1.5528 -0.3922 0.267
H -10.3475 -1.0613 -2.1160 0.326
O -11.2368 1.0218 3.4954 -0.593
C -10.7219 2.0141 3.9356 0.494
O -9.4313 2.3514 3.7072 -0.332
C -9.1013 3.5267 4.4610 -0.446
C -10.4261 4.2043 4.7388 -0.542
C -11.3759 3.0246 4.8404 -0.345
H -8.5902 3.2200 5.3773 0.274
H -8.4308 4.1581 3.8785 0.333
H -10.4094 4.8347 5.6281 0.330
H -10.7082 4.8307 3.8878 0.267
H -11.4175 2.6182 5.8535 0.251
H -12.3744 3.2773 4.4880 0.304
O -0.1031 8.6346 -2.6615 -0.610
C 0.5569 7.7138 -2.2576 0.488
O 0.0782 6.4567 -2.1008 -0.383
C 1.0899 5.6259 -1.4979 -0.264
C 2.4014 6.3211 -1.8012 0.136
C 1.9972 7.7836 -1.8144 -0.507
H 0.8921 5.5594 -0.4239 0.149
H 1.0488 4.6292 -1.9247 0.270
H 3.1897 6.0896 -1.0849 -0.059
H 2.7541 6.0292 -2.7953 0.266
H 2.0417 8.2275 -0.8174 0.271
H 2.5934 8.3617 -2.5183 0.317
O 7.6325 0.0706 -3.4225 -0.573
C 6.9555 0.3639 -4.3683 0.479
O 5.9417 1.2655 -4.3152 -0.212
C 5.2654 1.3028 -5.5806 -0.504
C 6.2683 0.7701 -6.5823 -0.565
C 7.0579 -0.2254 -5.7513 -0.557
H 4.3703 0.6786 -5.5153 0.299
H 4.9652 2.3264 -5.8046 0.337
H 5.8031 0.3346 -7.4668 0.330
H 6.9280 1.5776 -6.9122 0.282
H 6.5945 -1.2145 -5.7506 0.272
H 8.0956 -0.2885 -6.0733 0.318
O -12.2231 -0.0262 6.7540 -0.579
C -12.9104 -0.8165 6.1681 0.508
O -14.0862 -1.2973 6.6543 -0.380
C -14.5980 -2.2991 5.7643 -0.427
C -13.9460 -2.0144 4.4283 -0.584
C -12.5975 -1.4512 4.8386 0.132
H -14.3296 -3.2840 6.1569 0.243
H -15.6846 -2.2234 5.7158 0.335
H -13.8791 -2.8928 3.7857 0.350
H -14.5157 -1.2491 3.8935 0.266
H -11.8551 -2.2389 4.9855 0.270
H -12.2370 -0.7109 4.1272 -0.083
O 5.5091 -5.1311 -2.8879 -0.458
C 5.7857 -6.2449 -2.5462 0.416
O 5.3603 -7.3615 -3.1934 -0.388
C 5.7752 -8.5249 -2.4648 -0.428
C 6.9499 -8.0707 -1.6242 -0.607
C 6.5997 -6.6225 -1.3351 -0.181
H 4.9363 -8.8710 -1.8547 0.262
H 6.0517 -9.3143 -3.1640 0.315
H 7.0980 -8.6753 -0.7290 0.340
H 7.8685 -8.1151 -2.2159 0.270
H 5.9765 -6.5232 -0.4438 0.272
H 7.4888 -6.0000 -1.2520 0.190
O 5.2354 6.3438 -0.3042 -0.623
C 5.9452 5.4389 -0.6493 0.434
O 5.4846 4.2596 -1.1334 -0.238
C 6.5869 3.3618 -1.3462 0.322
C 7.8026 4.2525 -1.4798 -0.613
C 7.4512 5.4173 -0.5719 -0.517
H 6.6573 2.6871 -0.4884 0.129
H 6.4097 2.7706 -2.2446 -0.228
H 8.7340 3.7519 -1.2143 0.380
H 7.8925 4.6055 -2.5110 0.301
H 7.7505 5.2335 0.4622 0.270
H 7.8742 6.3531 -0.9326 0.336
```

Orbital gap ... 5.9 eV
E ... -101579.578 eV
Charge ... -1

---

Copy entry 2 word for word.
Density functional theory data (ωB97M-V/def2-TZVPD) for CH4Br2Si as an isolated structure.

The geometry in XYZ format:
```
8
Properties=species:S:1:pos:R:3:mulliken_charge:R:1
C 1.0616 2.0886 0.1142 -0.129
Si -0.2953 -1.3007 0.1014 0.523
Br 0.8350 1.5788 -1.6154 0.028
Br -0.3482 2.7832 0.9654 0.073
H 0.5425 -0.4262 0.8153 -0.122
H -1.1997 -1.7408 1.2784 -0.088
H 0.0926 -2.4624 -0.5492 -0.131
H -0.6884 -0.5204 -1.1101 -0.153
```

Orbital gap ... 7.8 eV
E ... -149059.482 eV
Energy above the lowest of the compared OMol25 structures with the same formula, charge and spin ... 6.7395 eV

---

- Number 3 is which compound?
  C50H88FNO17P